No. 1
128
Properties=species:S:1:pos:R:3:mulliken_charge:R:1 method="wB97M-V/def2-TZVPD" total_charge=0 smiles="COCCNCCOC.COCCNCCOC.COCCNCCOC.NC(N)=O.NC(N)=O.NC(N)=O.NC(N)=O.NC(N)=O.NC(N)=O.NC(N)=O" gap_ev=7.94 multiplicity=1 e_tot_ha=-2904.9842
C -1.659 0.665 -7.743 -0.85
C 2.936 -2.741 0.885 -0.26
H -1.120 -2.686 1.520 0.30
H -0.391 2.386 -5.316 0.32
N 2.813 -1.502 1.604 0.10
H 5.425 -1.065 7.500 0.25
H 5.087 -5.733 2.249 0.33
O -3.693 4.271 -0.400 -0.84
O -2.549 4.409 3.300 -0.83
H 3.568 -6.150 3.092 0.26
H 4.089 -7.105 1.710 0.23
H -0.268 -1.668 4.399 0.19
H -3.039 -1.488 -7.326 0.59
C -0.318 -4.206 2.533 0.57
H 4.777 -3.595 1.607 0.49
H -2.998 3.433 1.179 0.18
N -0.667 -3.601 1.406 -0.05
H -4.850 -3.159 -0.636 0.48
N 0.408 3.685 1.337 0.22
O 1.450 4.321 -0.448 -0.78
H 0.827 -1.303 1.349 0.06
C -0.404 -0.595 4.604 -0.79
N -3.980 2.382 -1.373 -0.38
H -0.283 0.621 1.213 -1.60
C -2.440 -1.020 -6.590 -0.12
H 3.388 -3.682 2.763 0.40
H -3.040 1.156 -0.848 -0.03
H 0.816 -5.616 3.321 0.25
H 3.706 2.986 3.793 0.26
H 1.869 -3.064 0.634 -0.19
H -0.633 0.642 -5.592 0.35
N -0.637 1.414 -4.899 -0.45
O -3.665 -1.948 -1.739 -0.57
H -3.240 -0.512 -0.956 0.39
H 3.003 -0.668 1.054 0.03
H -1.280 3.453 0.296 0.91
H 6.245 -0.683 5.877 0.30
O -0.082 2.093 -2.935 -0.65
N -0.947 0.977 0.533 2.86
H -2.389 1.319 -7.278 0.27
H -1.009 -3.510 -3.464 0.44
H 2.966 2.198 -1.019 0.62
H 4.570 -0.936 6.049 0.26
N -2.252 2.967 1.660 -0.63
H -5.091 -1.576 -0.148 0.34
N -1.028 0.282 -3.111 0.05
C 3.549 2.202 1.281 -0.23
C -2.027 -3.107 -3.372 -1.27
C -3.532 3.577 -1.382 0.25
H 3.983 0.729 2.771 0.05
O 5.212 0.848 6.660 -0.42
N -0.610 3.373 -0.471 -0.21
H -0.888 3.503 -1.448 0.09
C -2.134 3.323 2.856 0.27
H 6.161 1.264 4.303 0.40
H -3.420 -1.827 -4.069 0.27
H 3.994 2.239 6.182 0.43
H 3.619 0.721 5.297 -0.23
C 4.063 -6.059 2.087 -0.72
H -1.419 -0.285 4.969 0.35
H 1.108 4.050 2.004 0.33
H 1.195 -5.320 1.738 0.24
H -1.417 2.849 4.449 0.27
H -3.054 -0.255 -6.085 0.00
H 3.428 -2.647 -0.080 0.57
H -2.688 -2.893 -5.822 0.65
O 3.493 -5.206 1.362 -0.35
H 2.798 0.405 -1.100 0.31
C -4.335 -2.290 -0.498 -1.09
H -2.166 2.069 -4.642 0.26
H -4.214 0.017 -2.993 0.29
H -4.686 2.147 -0.716 0.19
C 5.413 -0.543 6.486 -0.68
C 3.731 -3.819 1.756 -0.78
H 0.346 -0.356 5.351 0.33
C 4.426 1.433 5.682 0.11
H -2.549 -4.008 -3.720 0.49
H -1.085 -2.484 -5.868 0.44
H 1.580 1.378 -0.513 0.04
O -0.045 0.167 3.426 -0.35
O -1.303 -0.293 -7.046 -0.49
H -2.642 0.678 -3.321 -0.21
H -0.379 3.198 1.747 -0.41
H -1.999 1.989 1.391 0.64
H -3.367 3.172 -5.384 0.27
C 1.316 -0.033 3.027 -0.25
O -0.735 -3.820 3.591 -0.67
C -2.065 -2.070 -5.556 -1.40
N -1.508 2.464 3.494 -0.07
H -3.845 1.712 -2.227 -0.09
H 2.673 2.524 1.778 -0.51
O -5.280 1.954 -4.324 -0.70
N -3.128 2.459 -4.638 -0.07
H -2.308 -3.479 -1.124 0.60
H 2.085 -0.039 3.795 -0.46
C 2.685 1.325 -0.500 -0.85
H -1.298 -0.601 -3.541 0.30
H 3.972 3.072 0.850 0.81
H -2.212 0.366 -8.628 0.41
H -0.297 -3.819 0.547 0.24
O 3.303 1.061 0.502 -0.55
N -2.352 -1.912 -4.195 -0.33
H -1.113 1.542 3.308 0.37
H -2.535 4.909 -2.499 0.19
O -1.714 -1.092 0.798 -0.92
C 1.505 -1.270 2.173 0.38
C 4.490 1.624 2.393 -0.06
N 4.574 2.506 3.577 -0.29
C 0.463 3.849 0.098 -0.02
H -0.784 1.220 -8.113 0.29
H -1.763 -1.970 -1.622 -0.16
N -3.680 0.825 -3.314 1.26
C -2.441 -2.714 -1.908 0.11
H -2.775 3.452 -3.322 0.29
C -0.504 1.266 -3.604 0.16
N 0.495 -5.247 2.425 -0.44
H 5.992 2.678 5.142 0.31
C -4.123 1.741 -4.180 0.08
H -0.716 1.850 -0.068 -0.95
H -0.988 0.330 -2.083 -0.75
H 1.302 0.800 2.345 0.04
C 5.399 1.938 4.577 -0.80
N -2.842 3.998 -2.449 -0.24
H 5.482 1.406 1.920 0.17
H 1.255 -2.192 2.674 0.39
C -1.728 -0.004 0.295 -0.16
N -2.619 0.227 -0.592 0.64
H -3.729 -2.579 0.317 0.29



No. 2
113
Properties=species:S:1:pos:R:3:mulliken_charge:R:1 method="wB97M-V/def2-TZVPD" total_charge=+1 gap_ev="8.16 / 2.52" s2=0.754 multiplicity=2 e_tot_ha=-1967.7728
H -20.394 1.821 -6.687 0.38
H -26.385 2.096 -15.591 0.32
H -21.457 -6.378 -17.704 0.40
C -20.130 -3.382 -6.305 -1.64
H -20.165 -5.518 -6.614 0.23
H -17.635 -11.828 -14.461 0.31
H -21.655 0.887 -6.238 0.38
C -26.258 -4.330 -10.899 -0.98
C -18.486 -9.285 -10.006 -1.30
H -26.745 -4.150 -13.062 0.05
H -19.072 -9.698 -10.827 0.20
H -22.294 0.288 -8.593 0.16
C -20.847 -7.176 -17.283 -0.78
H -18.912 -9.558 -14.836 0.47
H -17.339 -7.017 -11.993 0.20
H -26.798 1.803 -12.642 0.33
H -21.141 -8.469 -9.133 0.14
H -24.359 0.538 -10.666 0.32
H -22.251 -7.510 -12.490 0.40
H -25.446 -5.042 -11.051 0.15
H -17.949 -7.349 -15.057 0.36
C -22.134 -7.249 -11.438 -1.03
O -20.068 -7.761 -18.369 -0.37
H -19.123 -6.825 -8.051 0.39
O -22.542 2.285 -8.274 -0.55
C -19.632 -3.992 -7.567 0.76
H -18.392 -6.504 -18.574 0.39
H -19.545 -3.716 -5.449 0.50
H -24.578 -0.344 -12.482 0.36
H -22.934 -7.806 -10.951 0.37
H -17.108 -6.038 -13.288 0.59
H -17.433 -9.329 -10.285 0.33
C -21.707 1.194 -8.444 0.67
C -18.416 -9.190 -13.938 -0.51
H -21.043 1.387 -10.607 0.22
H -18.739 -7.101 -10.222 -0.11
H -26.830 -4.658 -10.031 0.40
O -27.886 -2.857 -11.846 -0.53
H -18.254 -5.021 -20.096 0.25
O -24.132 1.428 -10.397 -0.68
O -22.444 -3.733 -13.870 -0.35
N -19.471 -6.845 -13.626 0.33
H -21.902 -5.431 -14.563 -0.06
C -19.127 -7.924 -9.620 1.12
H -18.678 -5.690 -21.421 0.30
H -25.714 -3.392 -10.787 0.26
C -20.652 -7.748 -9.787 -0.81
H -20.238 -6.778 -16.472 0.17
H -17.723 -7.440 -8.400 0.32
H -20.829 -6.706 -9.521 0.34
O -17.144 -9.829 -13.931 -0.33
H -19.565 -2.537 -9.043 0.39
H -19.860 0.662 -9.528 0.30
H -28.898 -5.013 -11.189 0.31
H -24.867 -1.783 -12.016 -0.10
H -18.640 -9.955 -9.161 0.44
H -21.963 -2.066 -10.809 0.33
C -18.258 -7.639 -14.052 0.30
O -20.870 -7.775 -11.154 -0.40
C -20.048 -5.810 -19.994 0.38
H -17.558 -11.509 -12.722 0.30
C -21.155 -6.323 -20.982 -1.11
C -17.178 -11.201 -13.695 -0.76
H -25.588 1.553 -14.424 0.35
H -19.994 -2.301 -6.342 0.20
H -19.742 -7.304 -12.768 0.02
C -21.746 -1.679 -11.804 -1.46
H -16.146 -11.552 -13.711 0.30
H -21.189 -2.817 -8.552 0.38
H -20.479 -4.967 -19.453 0.22
H -21.255 -0.714 -11.929 0.30
H -18.871 -7.554 -19.901 0.34
H -21.102 -2.512 -12.086 0.37
N -24.132 -1.091 -11.969 -0.20
H -28.515 -2.801 -12.570 0.34
O -20.022 -5.273 -7.531 -0.55
H -23.279 2.244 -8.888 0.41
H -18.913 -9.558 -13.041 0.13
H -18.992 -5.962 -13.519 0.35
N -19.045 -5.059 -20.722 -0.76
C -27.254 -4.124 -12.098 0.69
H -20.270 0.098 -7.100 0.23
H -23.644 -5.048 -14.896 0.34
H -27.291 0.492 -12.069 0.25
H -29.055 -4.835 -13.043 0.45
C -19.249 -6.879 -19.133 -0.77
O -25.505 2.086 -15.214 -0.65
C -20.260 -3.337 -8.785 -1.12
C -28.435 -5.056 -12.175 -1.44
H -23.660 -3.537 -12.283 0.16
C -22.836 -5.035 -14.164 -0.10
H -21.814 -6.942 -20.374 0.30
H -16.248 -7.664 -13.104 0.39
C -23.444 -3.008 -13.212 -0.85
H -22.806 -1.220 -13.724 0.31
C -20.941 0.956 -7.059 -1.39
C -17.182 -7.103 -13.068 -1.35
C -22.960 -1.657 -12.738 0.46
H -21.535 -7.870 -16.800 0.38
C -20.627 1.432 -9.600 -1.13
H -24.386 -2.825 -13.730 0.43
O -26.687 0.855 -12.717 -0.61
H -18.543 -3.982 -7.601 0.18
N -18.680 -7.715 -8.229 -0.78
H -20.083 2.362 -9.438 0.38
H -20.443 -4.012 -9.621 0.10
H -20.709 -6.692 -21.906 0.31
H -23.204 -5.506 -13.253 0.06
H -28.081 -6.086 -12.227 0.37
H -21.165 -3.691 -6.159 0.47
H -22.077 -6.173 -11.272 0.34
H -21.912 -5.597 -21.280 0.33
H -24.563 1.990 -11.040 0.24



No. 3
120
Properties=species:S:1:pos:R:3:mulliken_charge:R:1 method="wB97M-V/def2-TZVPD" total_charge=0 smiles="COC[C@H](C)N.COC[C@H](C)N.COC[C@H](C)N.NC(N)=O.NC(N)=O.NC(N)=O.CCO.CCO.CCO.CCO.CCO" gap_ev=9.49 multiplicity=1 e_tot_ha=-2317.7823
H 6.222 -16.991 -3.420 0.30
H 2.706 -26.622 -2.101 0.22
N 11.116 -19.128 -5.301 -0.38
H 5.718 -22.081 -0.885 0.39
H 4.706 -23.745 4.226 0.26
H 4.958 -28.081 0.299 0.22
C 7.624 -26.302 -2.712 -0.75
H 6.044 -19.120 3.486 0.19
H 7.116 -14.349 -0.765 0.30
O 10.046 -25.902 -2.214 -0.56
H 1.752 -17.402 0.302 0.38
C 3.337 -19.501 -0.266 -0.83
C 8.037 -20.169 -8.340 -0.69
H 0.559 -23.738 4.244 0.19
H 6.429 -17.363 -1.374 -0.11
H 8.755 -24.447 -2.905 0.26
H 6.412 -20.359 -6.179 -0.07
H 2.962 -27.433 2.204 0.38
H 0.604 -18.413 1.134 0.32
H 3.646 -20.955 -6.491 0.33
H 4.827 -21.570 -7.787 0.39
N 4.951 -19.089 -5.408 -0.49
H 6.188 -24.683 3.803 0.29
H 6.796 -17.752 4.177 0.27
C 0.229 -21.781 4.900 -1.14
H 8.178 -20.784 -7.452 0.26
C 7.810 -19.549 4.875 -0.11
O 1.962 -19.521 0.059 -0.22
H 5.393 -23.616 2.624 0.24
C 11.408 -20.059 -4.449 0.74
H 3.559 -18.736 -1.010 0.41
C 3.861 -20.913 -0.468 0.98
O -1.899 -20.444 -3.819 -0.68
C 2.340 -26.673 -4.132 -0.15
C 11.442 -22.161 0.770 0.63
O 2.250 -26.130 -2.789 -0.51
H 7.614 -20.608 5.042 0.22
C -1.202 -20.065 -2.875 0.69
H 12.288 -23.154 2.368 0.18
H 8.440 -19.176 -8.145 0.31
H 8.677 -20.674 -9.064 0.30
O -1.467 -23.448 4.852 -0.53
H 11.855 -18.915 -5.955 0.22
H 5.942 -20.426 -0.143 0.36
H 7.123 -26.359 -3.678 0.27
H 6.213 -18.189 -7.791 0.36
H 2.063 -18.150 1.872 0.38
N 3.208 -21.549 -1.569 -0.69
C 6.502 -15.249 -0.751 -1.03
N 12.382 -22.543 -0.063 -0.35
H 7.960 -16.669 -1.389 0.26
N 3.998 -27.827 0.479 -0.55
H 3.999 -25.331 0.970 0.23
H 5.349 -27.903 3.477 0.30
C 4.540 -25.852 1.760 -0.60
C 3.979 -27.309 1.834 0.20
H 10.847 -22.239 2.681 0.23
H -1.700 -21.547 -1.632 0.21
N -0.320 -19.091 -2.866 -0.31
H 9.599 -19.751 -3.520 0.13
C 1.659 -18.325 0.874 -0.97
H 4.427 -29.305 2.782 0.39
H 5.604 -25.832 1.525 0.39
H 12.871 -23.365 0.259 0.19
C 8.895 -25.522 -3.018 -0.24
H 7.976 -27.195 -2.194 0.27
H 10.749 -20.890 -2.837 0.12
N 10.447 -20.296 -3.595 -0.28
C 5.492 -19.900 -6.543 0.63
H 5.871 -18.940 5.199 0.30
H 6.418 -15.593 0.280 0.30
C 5.227 -24.306 3.452 -0.67
H 1.304 -24.834 -4.792 0.27
H 1.842 -26.115 -6.006 0.30
O 12.404 -20.756 -4.501 -0.70
H -0.503 -20.510 -0.990 0.17
O 6.646 -16.213 -3.049 -0.53
H 4.984 -21.886 -6.013 0.33
H 0.337 -23.523 5.985 0.24
H 7.547 -18.874 6.743 0.29
H 3.374 -22.542 -1.486 0.23
H 5.562 -20.837 -1.884 0.21
H 12.455 -22.307 -1.042 0.21
H -0.165 -21.301 4.004 0.27
H 5.808 -28.655 2.104 0.40
H -0.070 -18.482 -3.633 0.19
H 10.868 -25.505 -2.512 0.29
H 0.382 -26.308 -5.158 0.29
H 3.455 -28.676 0.415 0.27
O 8.267 -18.939 6.111 -0.51
O 6.763 -20.078 -8.746 -0.35
H 4.647 -19.772 -4.730 0.20
C 6.578 -18.800 4.381 -0.87
H 3.804 -19.134 0.648 0.25
H 4.079 -18.838 -5.851 0.28
N 11.463 -22.689 2.019 -0.44
O 10.607 -21.322 0.515 -0.64
H 6.978 -25.855 -1.956 0.17
H 2.053 -27.724 -4.096 0.26
C 6.930 -16.439 -1.664 0.22
H 2.203 -21.453 -1.559 0.17
N -1.203 -20.671 -1.700 -0.38
C 5.881 -19.216 -7.946 -0.84
C 5.371 -21.049 -0.832 -1.51
O 4.267 -25.232 2.985 -0.30
H -1.685 -24.282 5.274 0.30
C 4.673 -21.178 -6.782 -1.33
H 9.123 -25.661 -4.074 0.28
C 4.887 -28.336 2.590 -1.42
C 1.383 -25.892 -5.043 -0.96
H 5.462 -15.186 -1.070 0.26
H 8.589 -19.318 4.149 0.22
H 3.403 -26.690 -4.374 0.24
H -0.374 -21.260 5.643 0.32
H 3.639 -21.552 0.386 0.14
H 1.256 -21.420 4.960 0.33
H 10.263 -18.594 -5.218 0.16
H 4.921 -19.018 -8.424 0.39
H 0.187 -18.952 -2.003 0.12
C -0.031 -23.225 5.003 0.02



No. 4
118
Properties=species:S:1:pos:R:3:mulliken_charge:R:1 method="wB97M-V/def2-TZVPD" total_charge=0 smiles=COC[C@H](C)N.COC[C@H](C)N.COC[C@H](C)N.COC[C@H](C)N.OCCO.OCCO.CO.CO.CO.CO.CO gap_ev=9.34 multiplicity=1 e_tot_ha=-2195.0105
H -6.587 1.894 6.759 0.24
H 1.876 -2.764 4.421 0.50
C 1.671 -1.429 2.614 1.05
H 3.600 -0.243 -1.034 -0.87
H -4.535 0.320 3.172 0.32
C -1.451 -6.947 -1.532 -0.85
H -6.383 4.066 4.939 0.25
C 5.687 -0.442 -0.573 -1.04
H 3.603 -1.069 1.765 0.62
H 2.876 -0.274 3.845 0.35
H -4.039 2.016 5.186 0.37
H 0.989 5.148 -0.800 0.47
H 1.705 2.430 1.299 -0.06
H -1.538 0.339 0.844 0.27
H 6.883 -2.742 0.294 0.32
O -1.394 -5.594 -1.902 -0.48
O 5.606 -1.815 -0.995 -0.31
H 1.777 -2.770 -6.242 0.35
H -3.265 1.498 2.986 0.35
H -0.773 -7.156 -0.697 0.27
H -2.432 -7.341 -1.257 0.30
H -1.629 7.073 0.723 0.32
H 5.184 -2.658 0.911 0.17
H 3.213 -2.724 3.324 0.29
H -1.658 3.215 -2.173 -0.18
N 0.497 1.180 -1.809 -0.48
H 1.637 0.531 3.113 0.23
H 0.887 -3.459 -2.374 0.56
H -5.014 3.163 7.505 0.37
C 0.488 -2.712 -1.689 -0.20
H -0.362 1.535 0.711 0.20
O 0.356 5.867 -0.944 -0.64
C 1.432 -2.327 -5.310 -0.64
N 4.483 1.616 -0.549 -0.66
O -0.009 -2.312 -5.340 -0.62
O -0.673 -4.128 0.888 -0.45
H 5.514 -0.489 0.508 0.37
O -1.969 5.342 1.798 -0.44
C 4.547 0.408 -2.728 -1.67
C -4.616 2.789 4.676 -0.69
H 2.235 -0.183 0.929 -0.21
H -0.159 6.335 1.448 0.34
H 4.911 -0.555 -3.100 0.39
H 3.079 3.419 1.144 0.27
H -1.684 5.704 -1.077 0.49
H -0.583 5.279 -5.497 0.32
H -0.411 -4.520 -5.908 0.31
H -0.926 -4.611 -3.729 0.07
C -5.764 3.364 5.497 0.46
H 1.773 -2.909 -4.456 0.23
H 6.668 -0.009 -0.766 0.37
H 1.572 -5.841 2.624 0.26
H 1.436 4.218 1.314 0.18
H -0.033 -4.088 1.617 0.45
H -1.672 -0.293 -2.370 0.38
H -2.115 -3.739 -4.607 0.21
H 0.619 -0.392 -0.467 -1.89
O -1.881 2.070 -3.907 -0.55
C -1.670 -4.741 -4.516 -0.26
H 1.419 2.497 -0.787 0.49
C 2.017 3.400 0.896 -0.20
O 1.523 -3.779 2.660 -0.29
C -1.829 3.338 -3.241 -0.19
H -1.055 -7.579 -2.330 0.31
H -2.214 -3.076 0.072 0.36
H 0.613 -1.449 2.367 -0.17
C -1.628 -3.091 0.997 -0.57
H -4.589 1.310 1.764 0.31
H -4.447 4.685 6.703 0.35
O -5.163 2.298 3.435 -0.37
H 4.411 1.472 0.453 0.33
O -0.105 -1.706 -2.500 -0.02
C -0.872 5.457 -0.383 0.06
H -2.364 2.158 -4.733 0.36
O -1.220 4.661 -5.128 -0.54
H -0.883 4.370 -0.227 -0.13
C -0.935 -0.838 -1.770 -0.94
C 5.815 -2.752 0.028 -0.62
O 1.820 3.357 -0.525 -0.65
C -1.040 0.947 0.085 -1.50
C 1.936 -5.014 3.229 -0.92
C -4.335 1.344 2.823 -0.82
O -1.106 -5.170 -5.741 -0.59
H -2.389 -3.371 1.732 0.34
H 3.673 2.146 -0.851 0.18
C -0.185 0.203 -0.915 3.34
N -6.697 2.257 5.821 -0.65
C -5.259 3.973 6.814 -1.42
H 5.245 1.140 -3.140 0.42
H -1.201 -2.094 1.111 0.12
H -2.799 3.833 -3.318 0.52
C 4.537 0.313 -1.191 2.31
H -0.243 -1.996 -4.452 0.43
H -3.947 3.589 4.330 0.33
H -0.286 -3.252 -1.136 -0.26
H 2.564 -1.932 0.677 0.09
C -0.715 4.155 -3.905 -0.15
H -2.530 -5.353 -4.256 0.34
H -1.183 -5.058 -1.131 0.29
H 0.984 0.500 -2.401 0.19
H -1.754 1.624 -0.382 0.24
H 1.276 -2.326 -1.043 -0.30
H -0.208 1.552 -2.443 -0.14
N 1.895 -0.319 3.602 -0.80
H -0.586 5.009 -3.221 0.22
H -1.614 -1.449 -1.157 0.10
H 0.270 3.690 -3.976 0.29
H 3.026 -5.073 3.295 0.34
C 2.113 -2.683 3.356 -1.24
C -1.120 6.139 0.983 -0.71
H 1.528 -5.119 4.239 0.35
H -6.136 4.436 7.273 0.38
H -6.516 1.492 5.180 0.23
H 1.791 -1.296 -5.296 0.25
C 2.581 -1.103 1.393 -0.50
H 5.769 -3.758 -0.395 0.25
H 3.566 0.546 -3.180 0.22
H -2.799 5.203 1.332 0.28